[1]
ORCA calculation (ωB97M-V/def2-TZVPD) on an isolated ion of composition C5H4ClIN3O3 and charge +1 in a non-equilibrium geometry.

Summary:
- E_LUMO (hartree) = -0.180
- energy above the lowest of the compared OMol25 structures with the same formula, charge and spin (kcal per mole) = 9.1
- frontier orbital gap (eV) = 8.10
- charge = +1
- energy (hartree) = -1340.31059
- SMILES string = O=[N+]([O-])c1cn([C@]2(I)CO2)c(Cl)[nH+]1
- HOMO level (eV) = -13.014

Last columns: bonded neighbours and bond lengths (Å).
Cartesian coordinates (Å):
1 H -0.1322 -0.1972 2.1176  C11 1.052
2 O -3.1227 1.0096 2.0993  N6 1.186
3 C -1.3287 1.0352 0.6682  N5 1.347, N6 1.475, C11 1.393
4 Cl 1.1483 1.1286 -2.2602  C10 1.701
5 N -0.9878 1.4395 -0.5702  C3 1.347, C10 1.294, H17 1.038
6 N -2.7056 1.3931 1.0576  O2 1.186, C3 1.475, O9 1.232
7 I 3.2882 -0.0093 0.6563  C16 2.052
8 O 1.2948 -2.3057 0.4266  C14 1.386, C16 1.459
9 O -3.3093 2.1012 0.2503  N6 1.232
10 C 0.1006 0.8517 -0.9493  Cl4 1.701, N5 1.294, N13 1.379
11 C -0.3594 0.1614 1.1550  H1 1.052, C3 1.393, N13 1.388
12 H 1.3093 -2.5244 -1.9201  C14 1.119
13 N 0.4752 -0.0103 0.0592  C10 1.379, C11 1.388, C16 1.386
14 C 1.7233 -2.4368 -0.8846  O8 1.386, H12 1.119, H15 1.097, C16 1.823
15 H 2.8000 -2.6480 -0.8716  C14 1.097
16 C 1.5325 -0.9066 0.0869  I7 2.052, O8 1.459, N13 1.386, C14 1.823
17 H -1.7267 1.9180 -1.1209  N5 1.038

natural (NBO) atomic charge list, values in e, 6 entries: atom 1 (H): 0.286, atom 2 (O): -0.262, atom 3 (C): 0.177, atom 4 (Cl): 0.201, atom 5 (N): -0.475, atom 6 (N): 0.526

***

[2]
ORCA calculation (ωB97M-V/def2-TZVPD) on the molecule C5H4ClN in a non-equilibrium geometry.

Summary:
- E_LUMO (hartree) = -0.011
- energy above the lowest of the compared OMol25 structures with the same formula, charge and spin (kcal per mole) = 5.4
- frontier orbital gap (eV) = 9.53
- charge = 0
- energy (hartree) = -707.81549
- SMILES string = C=C/C(Cl)=C\C#N
- HOMO level (eV) = -9.825

Last columns: bonded neighbours and bond lengths (Å).
Cartesian coordinates (Å):
1 H 1.3058 -0.8745 -1.4626  C2 1.089
2 C 0.8249 -0.6431 -0.5139  H1 1.089, C3 1.335, C4 1.484
3 C 1.3105 -0.7695 0.7234  C2 1.335, H6 1.087, H8 1.095
4 C -0.6025 -0.3158 -0.7556  C2 1.484, C10 1.352, Cl11 1.751
5 N -0.2398 2.4851 1.3448  C9 1.169
6 H 0.7385 -0.6382 1.6385  C3 1.087
7 H -2.3719 0.7579 -0.3589  C10 1.058
8 H 2.3904 -0.9191 0.8280  C3 1.095
9 C -0.7094 1.6729 0.6467  N5 1.169, C10 1.453
10 C -1.3477 0.6227 -0.1290  C4 1.352, H7 1.058, C9 1.453
11 Cl -1.2988 -1.3784 -1.9613  C4 1.751

natural (NBO) atomic charge list, values in e, 6 entries: atom 1 (H): 0.231, atom 2 (C): -0.271, atom 3 (C): -0.310, atom 4 (C): 0.054, atom 5 (N): -0.306, atom 6 (H): 0.218

***

[3]
ORCA calculation (ωB97M-V/def2-TZVPD) on the molecule C5H4ClNO in a non-equilibrium geometry.

Summary:
- E_LUMO (hartree) = -0.014
- energy above the lowest of the compared OMol25 structures with the same formula, charge and spin (kcal per mole) = 53.7
- frontier orbital gap (eV) = 9.19
- charge = 0
- energy (hartree) = -783.03117
- SMILES string = C#C/C(Cl)=C/C(N)=O
- HOMO level (eV) = -9.561

Last columns: bonded neighbours and bond lengths (Å).
Cartesian coordinates (Å):
1 H -4.3444 -1.0606 0.2207  C5 1.079
2 H 3.5256 0.0218 0.1335  N8 1.013
3 O 1.6969 1.6720 0.4457  C7 1.202
4 C -2.2058 -0.3021 0.1246  C5 1.196, C12 1.432
5 C -3.3428 -0.6586 0.2283  H1 1.079, C4 1.196
6 H 2.4966 -1.3188 -0.3548  N8 1.019
7 C 1.5233 0.5415 0.0754  O3 1.202, N8 1.409, C10 1.519
8 N 2.6101 -0.3352 -0.1146  H2 1.013, H6 1.019, C7 1.409
9 H 0.1548 -1.1201 -0.4828  C10 1.036
10 C 0.1847 -0.1286 -0.1840  C7 1.519, H9 1.036, C12 1.353
11 Cl -1.2948 2.2149 -0.1404  C12 1.775
12 C -1.0043 0.4739 0.0484  C4 1.432, C10 1.353, Cl11 1.775

natural (NBO) atomic charge list, values in e, 6 entries: atom 1 (H): 0.243, atom 2 (H): 0.407, atom 3 (O): -0.576, atom 4 (C): -0.094, atom 5 (C): -0.136, atom 6 (H): 0.394

***

[4]
ORCA calculation (ωB97M-V/def2-TZVPD) on the molecule C5H4F2 in a non-equilibrium geometry.

Summary:
- E_LUMO (hartree) = 0.043
- energy above the lowest of the compared OMol25 structures with the same formula, charge and spin (kcal per mole) = 66.1
- frontier orbital gap (eV) = 11.61
- charge = 0
- energy (hartree) = -392.50928
- SMILES string = FC1(F)[C@]23C[C@]12C3
- HOMO level (eV) = -10.449

Last columns: bonded neighbours and bond lengths (Å).
Cartesian coordinates (Å):
1 H 0.2268 -1.9823 0.1398  C7 1.041
2 F -1.9700 1.1053 0.1082  C8 1.348
3 F -2.0426 -1.0658 0.0805  C8 1.318
4 H -0.0627 1.9681 -0.0168  C10 1.100
5 C -0.0006 -0.0193 -0.7875  C7 1.474, C8 1.487, C10 1.501, C11 1.638
6 H 1.7612 1.0981 0.0077  C10 1.117
7 C 0.7275 -1.1018 -0.1010  H1 1.041, C5 1.474, H9 1.132, C11 1.591
8 C -1.2361 -0.0238 0.0408  F2 1.348, F3 1.318, C5 1.487, C11 1.560
9 H 1.8501 -1.1188 -0.2472  C7 1.132
10 C 0.6478 1.1303 -0.0717  H4 1.100, C5 1.501, H6 1.117, C11 1.550
11 C 0.0986 0.0099 0.8471  C5 1.638, C7 1.591, C8 1.560, C10 1.550

natural (NBO) atomic charge list, values in e, 6 entries: atom 1 (H): 0.232, atom 2 (F): -0.318, atom 3 (F): -0.299, atom 4 (H): 0.255, atom 5 (C): -0.106, atom 6 (H): 0.246

***

[5]
ORCA calculation (ωB97M-V/def2-TZVPD) on a 2-piece molecular cluster, C5H4F3N2O2 overall in a non-equilibrium geometry.

Summary:
- E_LUMO (hartree) = 0.144
- energy above the lowest of the compared OMol25 structures with the same formula, charge and spin (kcal per mole) = 27.7
- frontier orbital gap (eV) = 6.70
- charge = -1
- energy (hartree) = -752.52427
- HOMO level (eV) = -2.795

Last columns: bonded neighbours and bond lengths (Å).
Cartesian coordinates (Å):
1 C -1.1894 2.0255 -1.0859  O10 1.149, O13 1.155
2 F 0.0537 1.8219 2.1062  C5 1.315
3 H 0.6018 -2.0661 0.8462  C12 1.148
4 N 0.3813 0.8332 -0.6718  N14 1.281, C16 1.331
5 C 0.1200 0.5322 1.8602  F2 1.315, F7 1.385, F11 1.412, C16 1.475
6 C 0.6364 -1.2633 -1.3728  H9 1.146, C12 1.563, N14 1.421, H15 1.061
7 F -0.8633 -0.0251 2.6610  C5 1.385
8 H -0.9297 -1.6233 0.0703  C12 1.064
9 H 0.0471 -1.7128 -2.2465  C6 1.146
10 O -1.8117 1.0934 -1.3390  C1 1.149
11 F 1.2968 0.1572 2.5437  C5 1.412
12 C 0.1013 -1.3606 0.0921  H3 1.148, C6 1.563, H8 1.064, C16 1.535
13 O -0.9243 3.1257 -0.8531  C1 1.155
14 N 0.7259 0.1211 -1.6787  N4 1.281, C6 1.421
15 H 1.5584 -1.7893 -1.3753  C6 1.061
16 C 0.1956 0.1302 0.4434  N4 1.331, C5 1.475, C12 1.535

natural (NBO) atomic charge list, values in e, 6 entries: atom 1 (C): 1.034, atom 2 (F): -0.325, atom 3 (H): 0.194, atom 4 (N): -0.184, atom 5 (C): 0.956, atom 6 (C): -0.268

***

[6]
ORCA calculation (ωB97M-V/def2-TZVPD) on an isolated ion of composition C5H4F5N4O2S and charge +1 in a non-equilibrium geometry.

Summary:
- E_LUMO (hartree) = -0.246
- energy above the lowest of the compared OMol25 structures with the same formula, charge and spin (kcal per mole) = 177.7
- frontier orbital gap (eV) = 8.18
- charge = +1
- energy (hartree) = -1459.23706
- SMILES string = C=CN1NN=[N+]=C1S(=O)(=O)C(F)(F)C(F)(F)F
- HOMO level (eV) = -14.872

Last columns: bonded neighbours and bond lengths (Å).
Cartesian coordinates (Å):
1 C -3.7027 0.5565 0.3282  F2 1.498, F7 1.511, C14 1.663, F18 1.482
2 F -4.2827 1.3161 1.4819  C1 1.498
3 H 2.0833 -3.6262 -0.3304  C10 1.173
4 C 0.9176 0.7602 0.1440  N6 1.513, S9 1.886, N11 1.514
5 N 2.7850 2.1256 0.2097  N6 1.401, N13 1.388
6 N 1.4041 2.1615 0.4428  C4 1.513, N5 1.401
7 F -4.6972 0.6949 -0.8008  C1 1.511
8 F -1.9577 2.4926 0.5094  C14 1.510
9 S -0.7936 -0.0253 0.2542  C4 1.886, O12 1.572, C14 1.873, O21 1.578
10 C 1.8784 -2.5392 0.0605  H3 1.173, C15 1.499, H19 1.178
11 N 2.1779 0.0332 -0.2744  C4 1.514, N13 1.386, C15 1.513
12 O -0.9732 -1.2564 -0.7073  S9 1.572
13 N 3.2649 0.8908 -0.2042  N5 1.388, N11 1.386, H20 1.044
14 C -2.2105 1.1418 -0.1164  C1 1.663, F8 1.510, S9 1.873, F17 1.509
15 C 2.4263 -1.3885 -0.7284  C10 1.499, N11 1.513, H16 1.178
16 H 3.0957 -1.5444 -1.6847  C15 1.178
17 F -2.3079 1.3498 -1.6080  C14 1.509
18 F -3.6966 -0.8814 0.6854  C1 1.482
19 H 1.2686 -2.2666 1.0308  C10 1.178
20 H 4.2322 0.5678 -0.4258  N13 1.044
21 O -0.9121 -0.5630 1.7335  S9 1.578

natural (NBO) atomic charge list, values in e, 6 entries: atom 1 (C): 0.943, atom 2 (F): -0.286, atom 3 (H): 0.282, atom 4 (C): 0.122, atom 5 (N): 0.085, atom 6 (N): -0.110